Record 1
Formula: C49H57N8O2S2Sn
Source: the Open Molecules 2025 dataset
Level of theory: ωB97M-V/def2-TZVPD

- Total energy: -3500.483666 Eh
- Kohn-Sham gap: 5.4 eV
- M: 972.894 g mol⁻¹
- Spin multiplicity: 1
- Lowest unoccupied orbital energy: -3.9842 eV
- Net charge: +1
- Highest occupied orbital energy: -9.4269 eV
- Energy above the lowest of the compared OMol25 structures with the same formula, charge and spin: 32.1 kcal/mol

Each line ends with the Mulliken charge.
Atoms and positions in Å:
C (-0.69909, 5.35079, -3.92328)  -1.33
C (1.79825, -0.92889, -3.97811)  0.87
H (5.05180, -2.52577, 4.54947)  0.43
C (1.57289, -0.53486, 2.87876)  -0.82
C (2.99871, -2.31662, 1.81475)  0.78
C (4.15869, -3.71745, -0.00364)  -1.22
C (-0.71966, 2.62233, -2.11609)  0.16
C (-0.52003, 2.22515, 2.17271)  0.18
N (-1.98742, -0.92972, 1.55259)  0.57
C (-3.69754, -1.41564, 2.89882)  -1.26
C (-0.84547, -2.74215, -1.72851)  0.74
O (1.04436, -4.65200, -0.71005)  -0.68
C (1.79826, -0.88009, -2.53430)  -0.13
H (0.77153, -2.94687, -5.47494)  0.16
C (-3.49647, -2.46659, 2.02891)  -0.30
C (-2.85764, 2.76044, 4.55607)  -1.06
H (-3.21137, 4.91917, 0.50935)  0.41
C (2.55136, -1.90635, -4.81298)  -1.49
H (0.08082, -7.42100, -4.08444)  0.42
H (2.27020, -3.84998, -5.72212)  0.50
C (2.51889, -1.72297, -0.30767)  0.15
C (0.57556, -6.14268, -2.45980)  -0.60
H (-2.46437, 7.27071, 0.46439)  0.41
C (-1.80995, 6.49510, 0.07276)  -1.25
C (-1.39693, 3.20435, 4.41445)  -1.14
N (0.27228, 1.19763, 1.76465)  -0.58
H (0.15070, 4.70159, -4.11910)  0.29
H (1.56807, -3.70776, -4.10460)  -0.16
C (3.27073, -2.64053, 0.51402)  1.08
H (-1.53141, -5.84029, -5.08135)  0.45
H (-2.19851, 3.82644, -4.18193)  0.07
C (4.67240, -2.08559, 3.63070)  -1.14
H (-1.08495, 6.23370, 0.83997)  0.29
H (5.51438, -2.40555, -1.09214)  0.27
C (1.74121, -3.18484, -5.04282)  -0.45
N (1.00850, 0.14309, -2.11423)  -0.59
H (4.25089, -4.50175, 0.74844)  0.56
H (1.89715, -0.87982, 3.84994)  0.54
H (-4.43806, -1.34850, 3.66690)  0.49
H (2.78777, -1.45329, -5.77776)  0.45
C (-4.57377, 1.39682, -3.57712)  -0.17
C (-1.13130, 3.17487, -0.04081)  0.40
H (-3.80008, 2.02136, -4.02708)  -0.19
H (1.39492, 0.43307, 5.60939)  0.42
C (-4.85539, 1.81284, -2.15430)  -0.72
N (1.82104, -0.86778, 0.48459)  -0.27
H (0.07015, 1.44690, 6.16150)  0.34
H (2.75104, -3.04957, 3.79632)  0.41
H (1.16394, -0.09014, -6.51944)  0.34
C (-1.89271, 4.54000, -3.40964)  -0.99
C (-0.51596, -0.56564, 5.64341)  -0.97
C (-1.23256, -4.35596, -3.57417)  -0.38
C (-1.00575, -5.57145, -4.17899)  -0.83
H (-2.51904, 0.47807, 2.98791)  0.75
H (1.27971, -6.82105, -2.00720)  0.51
H (-1.98749, -2.66384, 0.53412)  -0.12
C (0.16314, 1.18588, 4.04815)  0.31
H (-3.34317, 5.58470, -1.12494)  0.50
C (-0.26031, 1.91269, -3.21469)  -0.76
H (-3.33205, 2.64313, 3.58224)  0.26
C (-1.79156, 4.15916, -0.86323)  1.05
H (-2.72679, 5.22113, -3.22577)  0.49
H (4.31687, -1.07987, 3.83761)  0.28
H (-1.27381, 6.89884, -0.78122)  0.30
H (-0.35255, -0.98436, 6.63282)  0.46
C (-0.92293, -0.08363, -5.97853)  -0.39
H (-2.92053, 1.81231, 5.08573)  0.21
C (-0.55499, -4.00519, -2.40075)  0.15
C (-0.59263, 2.23724, 3.61268)  0.63
H (-0.95664, 3.30631, 5.40719)  0.47
C (0.69810, 0.54380, 2.87312)  0.45
C (0.97471, 0.07685, -4.40356)  0.67
H (-1.26414, 0.11523, -6.99207)  0.47
C (0.36108, -4.91229, -1.83551)  0.51
C (2.08831, -1.19952, 1.77850)  0.16
C (3.54357, -2.94119, 3.05275)  -1.24
H (0.57383, 1.47615, -5.96613)  0.41
H (-1.58911, 0.41515, -5.27711)  -0.21
N (-0.49798, 2.27027, -0.82240)  -0.23
H (-0.39930, 6.08377, -3.17877)  0.29
C (-2.63565, 5.27633, -0.34917)  -1.22
H (-1.67269, 3.93922, 1.83966)  0.36
H (-4.01442, -3.39761, 1.93278)  0.48
C (5.55859, -3.20311, -0.35329)  -1.25
H (6.05339, -2.81081, 0.53186)  0.27
H (-0.51227, 2.30566, -4.18695)  0.57
C (-1.13038, 3.14891, 1.34644)  -1.07
N (-2.06498, -0.84071, -1.69196)  0.74
O (-0.31555, -2.45499, -0.61035)  -0.54
C (-0.09570, -6.46327, -3.61812)  -0.57
H (6.16394, -4.01427, -0.75348)  0.44
C (-1.52323, 3.81917, -2.15988)  0.91
H (-0.96545, 5.87100, -4.84096)  0.45
H (3.69908, -4.16235, -0.88669)  0.06
H (-1.36924, 4.18749, 3.94055)  0.42
H (-0.99558, -1.15282, -5.78905)  0.08
H (-5.73238, 1.30517, -1.75054)  0.41
H (-4.97069, 2.89250, -2.06349)  0.40
Sn (-0.14751, 0.05805, -0.14537)  1.46
C (-2.72187, -0.47852, 2.55523)  -0.90
N (-1.70535, -1.93018, -2.32387)  -0.60
H (-3.41771, 3.50202, 5.11959)  0.47
H (3.12224, -2.47438, -2.17925)  0.23
H (-5.47576, 1.42684, -4.18669)  0.55
S (-3.41027, 1.33439, -1.14513)  0.10
S (-3.95413, -0.32050, -3.54476)  -0.07
C (0.51996, 0.39813, -5.78699)  -1.27
H (5.48934, -2.00741, 2.91840)  0.27
H (0.74629, -3.77723, -0.37674)  0.01
H (-0.27790, -1.32274, 4.89789)  0.24
H (3.92252, -3.93856, 2.82581)  0.46
C (0.50739, 0.75353, -3.21742)  -0.05
C (0.34761, 0.68146, 5.43673)  -1.14
H (-1.56962, -0.31680, 5.53742)  0.19
C (2.51500, -1.72062, -1.69593)  -0.40
C (-2.98380, -0.05437, -2.10244)  -0.24
H (-1.95404, -3.65428, -3.96518)  0.52
H (3.49451, -2.15423, -4.32410)  0.45
N (-2.46792, -2.12868, 1.24279)  -0.07

Cartesian forces (eV/Å) of the 6 atoms listed first:
-0.2 0.0 -0.1
0.0 0.4 -0.1
0.1 0.0 0.1
-0.1 0.0 0.0
-0.1 -0.2 -0.3
0.2 0.1 -0.1



Record 2
Formula: C11H13N
Source: the Open Molecules 2025 dataset
Level of theory: ωB97M-V/def2-TZVPD

- Total energy: -481.570112 Eh
- Kohn-Sham gap (spin up / spin down): 7.8 / 7.8 eV
- M: 159.232 g mol⁻¹
- Spin multiplicity: 1
- Lowest unoccupied orbital energy (spin up / spin down): -0.1837 / -0.1841 eV
- Highest occupied orbital energy (spin up / spin down): -7.9475 / -7.9472 eV
- Energy above the lowest of the compared OMol25 structures with the same formula, charge and spin: 91.2 kcal/mol

Each line ends with the Mulliken charge.
Atoms and positions in Å:
C (-1.18176, 0.74338, 0.16700)  0.62
H (2.13091, -0.70374, -1.55264)  0.41
H (2.34199, 1.25218, 1.81759)  0.42
C (1.63794, 0.21172, -1.41241)  -1.52
H (-0.62966, -2.49876, 0.67548)  0.27
H (-3.02393, -2.30973, 0.11258)  0.23
H (1.77299, -1.86248, 0.34346)  0.36
C (-2.40725, 1.50053, 0.03878)  -0.50
H (2.28337, 0.97150, -1.69486)  0.46
H (-2.20621, 2.54034, 0.00804)  0.44
H (-4.85070, -0.84358, -0.13539)  0.42
H (-4.46160, 1.57198, -0.40865)  0.38
C (1.44882, 0.22601, 0.00731)  1.28
H (0.79508, 0.11874, -2.09421)  0.31
H (3.49041, 0.80709, 0.58129)  0.43
C (-0.37258, -1.42588, 0.57632)  -0.45
C (-3.67007, 0.95726, -0.06812)  -0.36
C (-2.87750, -1.19373, 0.07466)  -0.64
H (1.26687, -1.02214, 1.94314)  0.22
C (-1.44155, -0.70892, 0.25217)  0.77
C (1.08364, -1.06964, 0.69674)  -0.67
C (2.50378, 1.12924, 0.74704)  -1.73
H (2.47643, 2.23963, 0.41860)  0.35
N (-0.02078, 1.34089, 0.20682)  -0.84
C (-3.91488, -0.44181, 0.05958)  -0.64

Cartesian forces (eV/Å) of the 6 atoms listed first:
1.1 0.0 0.2
1.3 -1.5 -0.8
-0.2 -0.6 0.0
-0.6 -1.4 -1.4
0.6 0.4 0.2
0.4 1.1 -0.2



Record 3
Formula: C3H7N5OS
Source: the Open Molecules 2025 dataset
Level of theory: ωB97M-V/def2-TZVPD

- Total energy: -865.627807 Eh
- Kohn-Sham gap: 8.8 eV
- M: 161.190 g mol⁻¹
- Spin multiplicity: 1
- Lowest unoccupied orbital energy: 0.1740 eV
- Highest occupied orbital energy: -8.5911 eV
- Energy above the lowest of the compared OMol25 structures with the same formula, charge and spin: 20.7 kcal/mol

Each line ends with the Mulliken charge.
Atoms and positions in Å:
N (-1.55073, 1.19913, -0.25190)  -0.35
H (2.36234, 1.07168, -0.08191)  0.29
C (-0.24742, 1.35532, 0.03345)  0.67
O (-3.91847, -0.06952, -0.27500)  -0.55
C (1.95500, 0.07123, 0.14849)  -1.15
N (0.30267, 2.52522, -0.03049)  -0.76
H (-1.92729, 1.98913, -0.62374)  0.21
H (2.19401, -0.68355, -0.54676)  0.42
H (1.34184, 2.63339, -0.14595)  0.20
N (0.43794, 0.13364, 0.19644)  0.00
H (-0.31692, -2.89709, -0.00416)  0.36
S (-2.67713, -0.08756, 0.49139)  0.48
N (0.40687, -2.22139, -0.23538)  -0.43
H (2.20884, -0.33049, 1.16598)  0.34
H (1.30007, -2.45530, 0.21365)  0.27
N (-1.71214, -1.17612, -0.11115)  -0.55
C (-0.15947, -1.05772, 0.05706)  0.54

Cartesian forces (eV/Å) of the 6 atoms listed first:
-0.1 -1.9 1.5
-0.1 -0.9 0.3
0.5 1.6 -0.9
0.8 0.0 0.1
-1.8 0.5 2.3
0.8 -0.5 -0.2



Record 4
Formula: C4H9NO2
Source: the Open Molecules 2025 dataset
Level of theory: ωB97M-V/def2-TZVPD

- Total energy: -363.010359 Eh
- Kohn-Sham gap: 9.8 eV
- M: 103.121 g mol⁻¹
- Spin multiplicity: 1
- Lowest unoccupied orbital energy: 0.8623 eV
- SMILES string: [H]/N=C/O.C/C=C/O
- Highest occupied orbital energy: -8.9189 eV
- Energy above the lowest of the compared OMol25 structures with the same formula, charge and spin: 47.2 kcal/mol

Each line ends with the Mulliken charge.
Atoms and positions in Å:
H (-1.27643, 3.17311, -0.19891)  0.35
C (0.70865, -0.80774, 1.27059)  -0.36
H (1.56624, -1.44573, -1.18513)  0.27
H (-2.14636, 1.63577, -1.64967)  0.20
H (0.53305, 1.08491, 0.14474)  0.38
H (1.80092, -0.77722, 1.22268)  0.33
H (0.65718, 0.26157, 2.85378)  0.34
H (-0.03853, -1.16517, -1.87965)  0.28
O (0.14150, -0.45465, 2.46629)  -0.48
C (-0.03612, -1.21994, 0.24800)  -0.05
C (0.50021, -1.67446, -1.07431)  -1.00
H (0.36988, -2.75499, -1.20925)  0.34
C (-0.83669, 2.19828, -0.42216)  0.07
O (0.28293, 2.02115, 0.28666)  -0.47
N (-1.27805, 1.32335, -1.22420)  -0.48
H (-1.11665, -1.21372, 0.38096)  0.30

Cartesian forces (eV/Å) of the 6 atoms listed first:
0.0 -0.1 -0.1
0.0 -0.3 -0.4
-0.1 -0.1 0.1
0.1 0.0 0.0
0.0 0.1 0.1
-0.2 0.0 0.0